DFT (ωB97M-V/def2-TZVPD) results for 2 unconnected molecules or ions with the total composition C5H14N at a distorted geometry.

Values from the calculation:
- LUMO energy (spin up / spin down) (eV) = -14.48 / -15.79
- maximum force (eV Å⁻¹) = 3.74
- 2S+1 = 2
- energy relative to the best compared isomer or geometry (same formula, charge and spin) (kcal per mole) = 197.6
- Kohn-Sham gap (spin up / spin down) (eV) = 2.756 / 1.444
- <S²> = 1.09
- total charge = +2

Structure (XYZ):
```
20
Properties=species:S:1:pos:R:3:mulliken_charge:R:1
C 0.29 1.28 -1.10 -1.12
C 0.23 0.39 0.15 0.28
C 1.55 -0.37 0.46 0.36
C 2.77 0.51 0.66 -1.36
C 1.75 -1.49 -0.57 -1.05
N -0.74 -0.62 0.02 -0.01
H 1.12 2.05 -1.08 0.38
H 0.39 0.58 -2.03 0.39
H -0.72 1.75 -1.16 0.41
H 0.07 1.05 1.04 0.48
H 1.30 -0.81 1.43 0.30
H 3.10 0.94 -0.29 0.45
H 2.58 1.25 1.40 0.41
H 3.61 0.02 1.00 0.47
H 2.05 -1.05 -1.57 0.40
H 2.54 -2.18 -0.20 0.41
H 0.78 -2.08 -0.59 0.40
H -1.66 -0.42 0.44 0.39
H -10.53 -0.21 0.70 0.00
H -10.49 -0.60 1.30 0.00
```

=====

DFT (ωB97M-V/def2-TZVPD) results for a molecular structure, C28H56CuO11S at a distorted geometry.

Values from the calculation:
- LUMO energy (spin up / spin down) (eV) = 0.21 / -0.46
- maximum force (eV Å⁻¹) = 6.29
- 2S+1 = 2
- Kohn-Sham gap (spin up / spin down) (eV) = 7.582 / 6.877
- <S²> = 0.75
- total charge = 0

Structure (XYZ):
```
97
Properties=species:S:1:pos:R:3:mulliken_charge:R:1
Cu -0.37 -0.33 -1.06 0.37
S 1.60 -0.07 0.79 0.89
O 1.62 -0.03 -0.68 -0.45
O 2.28 -1.20 1.30 -0.58
O 2.19 1.00 1.46 -0.53
O 0.17 -0.19 0.90 -0.62
C 1.11 -4.29 -0.35 -0.45
C -0.35 -4.69 -0.26 -0.91
C -1.17 -3.51 -0.56 -0.32
O -0.25 -2.48 -1.00 0.59
C 1.00 -3.15 -1.31 -0.20
H 1.59 -5.14 -0.84 0.41
H 1.46 -4.09 0.66 0.14
H -0.58 -5.09 0.73 0.35
H -0.60 -5.46 -0.99 0.28
H -1.63 -3.10 0.35 0.08
H -1.91 -3.72 -1.33 0.26
H 1.78 -2.43 -1.03 -0.31
H 1.18 -3.35 -2.36 0.34
C 0.94 0.12 -5.34 -0.77
C 0.37 -1.35 -5.33 -0.75
C -0.67 -1.27 -4.22 -0.59
O -0.21 -0.35 -3.25 0.58
C 0.92 0.41 -3.79 -0.17
H 0.34 0.86 -5.86 0.31
H 1.99 0.15 -5.65 0.41
H 1.20 -2.05 -5.19 0.27
H -0.07 -1.62 -6.29 0.40
H -0.89 -2.29 -3.88 0.16
H -1.65 -0.92 -4.54 0.37
H 1.89 0.05 -3.45 0.04
H 0.90 1.49 -3.64 0.06
C -4.77 -1.12 -0.68 -0.58
C -4.31 -0.76 0.68 -0.38
C -2.83 -0.32 0.49 0.19
O -2.51 -0.56 -0.88 0.88
C -3.69 -0.49 -1.57 -0.92
H -5.78 -0.73 -0.83 0.36
H -4.68 -2.20 -0.80 0.24
H -4.28 -1.53 1.45 0.39
H -4.82 0.07 1.18 -0.06
H -2.13 -0.93 1.07 0.17
H -2.72 0.75 0.65 -0.54
H -3.61 -0.96 -2.55 0.31
H -3.94 0.54 -1.85 0.35
C -5.15 4.30 1.68 -0.71
C -5.06 3.07 2.57 -0.51
C -3.56 2.77 2.62 -0.51
O -3.30 3.00 1.21 -0.18
C -3.83 4.22 0.85 -0.56
H -5.07 5.15 2.36 0.30
H -6.08 4.31 1.12 0.31
H -5.69 2.26 2.20 0.17
H -5.40 3.28 3.58 0.42
H -3.26 1.78 2.96 0.29
H -3.00 3.53 3.17 0.34
H -4.05 4.29 -0.21 0.29
H -3.05 4.95 1.05 0.39
C 1.06 -2.76 5.35 -0.66
C 2.33 -2.76 6.16 -0.64
C 3.05 -1.54 5.80 -0.47
O 2.75 -1.35 4.36 -0.32
C 1.56 -2.13 3.99 0.25
H 0.32 -2.13 5.86 0.31
H 0.60 -3.74 5.30 0.34
H 2.90 -3.62 5.81 0.25
H 2.25 -2.97 7.23 0.39
H 4.11 -1.67 6.02 0.28
H 2.63 -0.68 6.33 0.30
H 2.00 -2.90 3.37 0.00
H 0.78 -1.71 3.35 -0.10
C 6.31 -0.05 -1.05 -0.56
C 6.74 1.24 -0.39 -0.64
C 5.91 1.35 0.84 -0.53
O 4.86 0.36 0.76 -0.28
C 4.84 -0.26 -0.59 0.09
H 6.98 -0.86 -0.75 0.33
H 6.45 0.09 -2.12 0.28
H 6.48 2.05 -1.07 0.22
H 7.81 1.39 -0.27 0.41
H 5.41 2.32 0.91 0.28
H 6.60 1.27 1.68 0.26
H 4.23 0.46 -1.14 -0.11
H 4.40 -1.25 -0.57 0.24
C 0.02 3.86 -1.53 -0.60
C -1.20 3.71 -2.45 -0.84
C -1.92 2.46 -1.96 -0.45
O -0.96 1.79 -1.17 0.75
C -0.18 2.74 -0.48 -0.06
H -0.05 4.86 -1.11 0.37
H 0.91 3.73 -2.14 0.27
H -0.84 3.55 -3.47 0.23
H -1.83 4.60 -2.45 0.33
H -2.09 1.78 -2.80 0.29
H -2.83 2.69 -1.41 -0.13
H 0.77 2.34 -0.13 -0.20
H -0.72 3.10 0.40 0.03
```

=====

DFT (ωB97M-V/def2-TZVPD) results for C4H6OS in the gas phase at a distorted geometry.

Values from the calculation:
- LUMO energy (eV) = 0.80
- maximum force (eV Å⁻¹) = 3.11
- 2S+1 = 1
- energy relative to the best compared isomer or geometry (same formula, charge and spin) (kcal per mole) = 26.2
- SMILES = C=CSC(C)=O
- Kohn-Sham gap (eV) = 9.687
- total charge = 0

Structure (XYZ):
```
12
Properties=species:S:1:pos:R:3:mulliken_charge:R:1
C 2.80 0.05 -0.25 -0.65
C 1.61 0.35 0.34 -0.04
S 0.31 -0.88 0.21 -0.20
C -1.14 0.27 0.10 0.73
C -2.43 -0.41 -0.08 -1.07
O -0.87 1.43 0.00 -0.49
H 2.93 -0.89 -0.75 0.21
H 3.61 0.71 -0.19 0.28
H 1.48 1.19 1.02 0.32
H -2.85 -0.76 0.83 0.30
H -2.30 -1.35 -0.66 0.32
H -3.16 0.30 -0.58 0.28
```

=====

DFT (ωB97M-V/def2-TZVPD) results for a molecular structure, C37H29BFN7ORe.

Values from the calculation:
- LUMO energy (spin up / spin down) (eV) = -1.42 / -1.87
- maximum force (eV Å⁻¹) = 0.86
- 2S+1 = 2
- energy relative to the best compared isomer or geometry (same formula, charge and spin) (kcal per mole) = 15.0
- Kohn-Sham gap (spin up / spin down) (eV) = 6.630 / 6.103
- <S²> = 0.76
- total charge = 0

Structure (XYZ):
```
77
Properties=species:S:1:pos:R:3:mulliken_charge:R:1
Re 0.19 -0.09 0.62 2.42
C 0.59 0.94 4.97 -2.06
C 0.39 0.95 3.49 0.47
N 0.45 -0.08 2.74 0.30
N 1.00 -1.25 3.22 -1.03
C 1.90 -1.57 2.32 0.53
O 2.02 -0.91 1.22 -0.85
C 2.79 -2.73 2.57 0.42
C 3.82 -3.01 1.69 -0.06
C 4.64 -4.10 1.90 -0.81
C 4.42 -4.93 3.00 -0.37
C 3.39 -4.65 3.88 -0.74
C 2.57 -3.55 3.67 -0.43
C 0.35 2.19 2.72 0.70
C 0.15 3.45 3.27 -0.93
C 0.24 4.56 2.45 -0.48
C 0.54 4.38 1.11 -1.17
C 0.72 3.09 0.63 0.23
N 0.64 2.01 1.42 0.12
H 0.83 -0.07 5.30 0.38
H -0.33 1.27 5.46 0.40
H 1.39 1.62 5.25 0.42
H 3.99 -2.36 0.84 0.38
H 5.44 -4.32 1.21 0.41
H 5.06 -5.79 3.16 0.39
H 3.22 -5.29 4.73 0.40
H 1.76 -3.33 4.35 0.49
H -0.09 3.54 4.32 0.47
H 0.09 5.55 2.85 0.44
H 0.64 5.21 0.43 0.47
H 0.94 2.90 -0.41 0.39
N -4.07 4.28 -7.78 -0.52
C -3.58 3.82 -6.85 -0.13
C -2.97 3.25 -5.68 0.64
C -3.29 1.96 -5.28 -0.87
C -2.70 1.42 -4.15 -0.04
C -1.79 2.17 -3.41 -0.71
C -1.47 3.46 -3.81 0.03
C -2.06 4.01 -4.94 -0.92
C -1.18 1.58 -2.19 1.23
C -2.01 1.45 -1.08 -0.06
C -3.32 1.96 -0.93 -0.79
C -3.71 1.72 0.37 -1.54
C -2.64 1.05 0.98 -0.49
N -1.62 0.88 0.13 0.31
C 0.17 1.24 -2.24 -0.33
C 1.06 1.52 -3.31 -0.40
C 2.33 1.17 -2.88 -1.73
C 2.18 0.65 -1.59 -0.44
N 0.90 0.69 -1.20 0.74
H -3.99 1.38 -5.86 0.45
H -2.95 0.42 -3.83 0.54
H -0.76 4.04 -3.23 0.53
H -1.82 5.01 -5.25 0.45
H -3.89 2.46 -1.71 0.60
H -4.65 1.97 0.83 0.47
H -2.60 0.65 1.98 0.49
H 0.78 1.93 -4.26 0.64
H 3.26 1.25 -3.43 0.46
H 2.94 0.27 -0.93 0.66
B -3.25 -2.76 2.50 0.60
C -2.03 -2.01 1.87 -0.43
N -1.17 -1.41 1.40 -0.33
H -3.26 -2.43 3.67 -0.14
H -3.08 -3.95 2.35 -0.13
H -4.23 -2.34 1.92 -0.14
F 0.91 -5.34 -2.88 -0.36
C 0.74 -4.23 -2.13 0.38
C 1.85 -3.49 -1.76 -1.05
C 1.66 -2.35 -0.99 0.46
C 0.41 -1.93 -0.55 0.59
C -0.67 -2.71 -0.97 -0.68
C -0.52 -3.85 -1.76 -0.93
H 2.84 -3.81 -2.06 0.47
H 2.55 -1.81 -0.70 0.21
H -1.69 -2.44 -0.70 0.38
H -1.38 -4.43 -2.06 0.47
```

=====

DFT (ωB97M-V/def2-TZVPD) results for 2 unconnected molecules or ions with the total composition C4H11NO2 at a distorted geometry.

Values from the calculation:
- LUMO energy (eV) = 0.84
- maximum force (eV Å⁻¹) = 1.95
- 2S+1 = 1
- energy relative to the best compared isomer or geometry (same formula, charge and spin) (kcal per mole) = 37.5
- SMILES = C[C@@H](N)CC=O.O
- Kohn-Sham gap (eV) = 9.935
- total charge = 0

Structure (XYZ):
```
18
Properties=species:S:1:pos:R:3:mulliken_charge:R:1
C -1.43 0.96 1.04 -1.44
C -0.48 1.82 0.16 0.43
N 0.65 2.41 0.83 -0.54
C -0.04 0.90 -1.00 -0.69
C 1.11 1.45 -1.84 -0.03
O 1.56 0.84 -2.77 -0.49
H -0.88 0.17 1.56 0.34
H -2.16 0.48 0.39 0.33
H -1.94 1.42 1.90 0.36
H -1.18 2.58 -0.19 0.26
H 0.34 3.21 1.37 0.22
H 1.32 1.78 1.20 0.20
H -0.89 0.83 -1.68 0.32
H 0.10 -0.12 -0.63 0.33
H 1.51 2.42 -1.51 0.40
O 1.13 -7.23 0.20 -0.63
H 0.53 -6.58 -0.12 0.31
H 0.76 -7.35 1.10 0.32
```

=====

DFT (ωB97M-V/def2-TZVPD) results for 2 unconnected molecules or ions with the total composition C10H19NO4S.

Values from the calculation:
- LUMO energy (eV) = -2.32
- maximum force (eV Å⁻¹) = 0.78
- 2S+1 = 1
- energy relative to the best compared isomer or geometry (same formula, charge and spin) (kcal per mole) = 97.3
- Kohn-Sham gap (eV) = 3.593
- total charge = 0

Structure (XYZ):
```
35
Properties=species:S:1:pos:R:3:mulliken_charge:R:1
C 3.63 0.14 -0.70 -0.74
C 3.86 1.36 0.20 -0.56
S 2.36 2.15 0.83 -0.13
C 1.67 2.86 -0.68 -1.08
C 0.27 2.31 -1.07 0.28
C -0.64 1.74 0.05 -1.13
C -0.97 0.29 -0.38 0.91
C -1.07 -0.78 0.71 -0.92
O -1.94 -1.80 0.39 -0.40
C -1.47 -2.75 -0.55 -0.75
C -0.13 0.07 -1.56 -0.77
N 0.45 1.14 -1.95 0.05
H 3.72 0.39 -1.76 0.22
H 2.68 -0.34 -0.49 0.08
H 4.41 -0.59 -0.51 0.37
H 4.47 2.11 -0.31 0.37
H 4.39 1.07 1.10 0.41
H 2.36 2.63 -1.49 0.42
H 1.62 3.94 -0.63 0.45
H -0.27 3.10 -1.58 0.42
H -0.21 1.81 1.04 0.45
H -1.57 2.30 0.08 0.29
H -1.99 0.32 -0.80 0.33
H -1.51 -0.28 1.58 0.37
H -0.09 -1.16 1.02 0.37
H -2.03 -3.66 -0.41 0.29
H -1.65 -2.41 -1.58 0.22
H -0.40 -2.92 -0.43 0.35
H 0.00 -0.87 -2.07 0.46
H 1.05 1.16 -2.76 0.31
C -4.43 -2.89 3.25 0.65
O -3.50 -3.74 3.12 -0.76
O -4.24 -1.76 2.38 -0.51
O -5.42 -2.87 3.97 -0.70
H -3.42 -2.07 1.98 0.35
```